1.
Entry from the Open Molecules 2025 dataset: C27H30ClI2N6PSTi as an isolated structure (wB97M-V/def2-TZVPD).

ORCA input file:
```
! wB97M-V def2-TZVPD RIJCOSX def2/J DEFGRID3
* xyz 2 3
Ti -0.39637 1.67468 0.38786
C -2.34389 -0.41637 -3.10400
C -2.04519 0.32786 -1.84296
N -0.91699 0.91708 -1.61764
N -0.00718 0.93907 -2.63757
C 0.98962 1.84651 -2.61125
N 1.74233 1.94798 -3.70181
S 1.26635 2.79601 -1.24984
C -3.05359 0.57941 -0.80543
C -4.37653 0.17630 -0.93700
C -5.30941 0.58943 -0.00039
C -4.89391 1.40943 1.03452
C -3.55669 1.75274 1.10698
N -2.63470 1.33831 0.23236
H -1.53977 -1.11729 -3.34181
H -2.46373 0.27649 -3.94238
H -3.25232 -1.00367 -3.02846
H -0.15262 0.34490 -3.44233
H 1.61435 1.36415 -4.51272
H 2.51286 2.59564 -3.69938
H -4.68844 -0.43388 -1.77034
H -6.34511 0.29214 -0.09174
H -5.58688 1.78763 1.77221
H -3.21395 2.41450 1.89122
Cl 1.74507 2.39237 1.91887
C 2.92066 1.08137 1.92306
C 4.11601 1.35228 2.56654
C 5.10288 0.38049 2.58014
C 4.89400 -0.83865 1.94841
C 3.68976 -1.08884 1.31616
C 2.66459 -0.13544 1.29798
P 1.07355 -0.48605 0.49544
C 0.27975 -1.79742 1.48406
C 0.93738 -2.58982 2.42219
C 0.23815 -3.55366 3.13663
C -1.11818 -3.74364 2.91620
C -1.78356 -2.96459 1.97833
C -1.08840 -1.99357 1.27425
C 1.53722 -1.31289 -1.05900
C 2.60196 -0.83228 -1.81940
C 2.87050 -1.37827 -3.06706
C 2.07058 -2.39453 -3.57285
C 1.01360 -2.88320 -2.81386
C 0.75029 -2.34880 -1.56010
H 4.27167 2.31061 3.04169
H 6.04060 0.58297 3.07947
H 5.67030 -1.59133 1.94790
H 3.53925 -2.03468 0.80989
H 1.99220 -2.45281 2.61647
H 0.75747 -4.15908 3.86731
H -1.65667 -4.49774 3.47417
H -2.84061 -3.11400 1.79973
H -1.61322 -1.38093 0.54662
H 3.22955 -0.03594 -1.43729
H 3.71599 -1.01800 -3.63939
H 2.28981 -2.82844 -4.53969
H 0.41400 -3.70473 -3.18524
H -0.05453 -2.76303 -0.96375
I -1.07807 4.58972 1.05329
C -1.32141 5.32126 -0.93532
I -2.68727 4.23976 -2.12291
H -0.34333 5.27800 -1.39736
H -1.68097 6.33774 -0.83321
N -0.10626 0.59772 3.64120
N -1.03136 0.97961 2.60639
H -0.61496 0.17345 4.41148
H 0.50309 -0.11971 3.26288
H -1.72633 0.24766 2.45738
H -1.53299 1.77802 2.98425
*
```

Calculated values
**LUMO energy (alpha / beta)**: -0.2168 / -0.2286 Eh
**⟨S²⟩**: 2.0138
**F_max**: 0.3 eV/A
**Gap between HOMO and LUMO (alpha / beta)**: 6.54 / 7.72 eV

Mulliken population analysis, charges in e, atoms 1 to 5: atom 1 (Ti): -0.1248, atom 2 (C): -1.9798, atom 3 (C): 0.8139, atom 4 (N): 1.0261, atom 5 (N): -0.3566



2.
Entry from the Open Molecules 2025 dataset: one molecule with the formula C6H13P in a non-equilibrium geometry (wB97M-V/def2-TZVPD).

ORCA input file:
```
! wB97M-V def2-TZVPD RIJCOSX def2/J DEFGRID3
* xyz 0 1
C 2.04202 0.26429 2.52099
P 1.45820 -0.80583 1.38047
C -0.28294 -0.18544 0.65638
C -1.05148 -1.48278 0.43008
C -0.04679 0.67538 -0.52690
C -1.36934 1.05967 -1.31500
C 0.85511 -0.08800 -1.54424
H 3.00547 -0.02157 3.08611
H 1.75436 1.34869 2.75002
H -0.85584 0.50373 1.33801
H -0.63914 -2.11926 -0.40337
H -2.13776 -1.36939 -0.12301
H -1.17815 -2.04315 1.32966
H 0.49923 1.62469 -0.19649
H -1.68326 0.02632 -1.85583
H -1.29805 1.99615 -1.94229
H -2.14711 1.38068 -0.62306
H 0.12810 -0.79771 -1.92496
H 1.58526 -0.63189 -0.94710
H 1.36209 0.66542 -2.08949
*
```

Calculated values
**LUMO energy**: 0.0164 Eh
**F_max**: 4.2 eV/A
**Relative energy (zero: lowest compared OMol25 entry of this formula, charge and spin)**: 2.124 eV
**Gap between HOMO and LUMO**: 9.50 eV

Mulliken population analysis, charges in e, atoms 1 to 5: atom 1 (C): -0.4765, atom 2 (P): -0.0469, atom 3 (C): 0.1835, atom 4 (C): -1.4453, atom 5 (C): -0.0418



3.
Entry from the Open Molecules 2025 dataset: one molecule with the formula C15H13N3 in a non-equilibrium geometry (wB97M-V/def2-TZVPD).

ORCA input file:
```
! wB97M-V def2-TZVPD RIJCOSX def2/J DEFGRID3
* xyz 0 1
C 6.24384 1.89042 0.10250
N 0.23105 -0.97286 -0.32080
N -0.79973 -0.30643 -0.03765
N 5.24969 1.49632 -0.12347
C -2.95200 -2.80744 1.54077
C -4.23857 -2.52670 1.07387
C 2.60500 -1.02205 -0.85295
C -1.74872 -2.15948 1.04568
C 3.83485 -0.41961 -0.66943
C -4.31818 -1.23622 0.38272
C 1.50504 1.07451 -0.15135
C 1.41751 -0.30987 -0.48737
C -1.95303 -0.98855 0.29211
C 3.94480 0.96668 -0.35263
C -3.17064 -0.52165 -0.06313
C 2.71580 1.73434 -0.12370
C -3.33073 0.70236 -0.95770
C 2.77196 3.22274 0.05582
H -2.79850 -3.68970 2.08036
H -5.13872 -3.07476 1.24556
H 2.52289 -2.07271 -1.13897
H -0.78077 -2.62860 1.15040
H 4.67378 -0.98517 -0.81908
H -5.22696 -0.69936 0.13805
H 0.62256 1.71457 0.14624
H -4.01358 0.41529 -1.74868
H -3.82366 1.52207 -0.37412
H -2.36194 1.01173 -1.36212
H 2.60601 3.40243 1.10667
H 3.71944 3.49715 -0.29646
H 1.99152 3.77053 -0.48113
*
```

Calculated values
**LUMO energy**: -0.0368 Eh
**F_max**: 12.0 eV/A
**Relative energy (zero: lowest compared OMol25 entry of this formula, charge and spin)**: 1.649 eV
**Gap between HOMO and LUMO**: 7.56 eV

Mulliken population analysis, charges in e, atoms 1 to 5: atom 1 (C): -0.1564, atom 2 (N): -0.5597, atom 3 (N): 0.0057, atom 4 (N): 0.1441, atom 5 (C): -0.5983



4.
Entry from the Open Molecules 2025 dataset: C19H28BrO2Pb as an isolated structure in a non-equilibrium geometry (wB97M-V/def2-TZVPD).

ORCA input file:
```
! wB97M-V def2-TZVPD RIJCOSX def2/J DEFGRID3
* xyz -1 1
O 0.27524 -0.40744 -0.66583
C -0.59599 0.39497 -1.53084
C 0.58397 0.95323 -2.31523
H -1.12084 1.15545 -0.93315
H -1.28793 -0.24107 -2.07980
C 1.47033 0.20221 -1.25457
H 0.69698 2.03770 -2.30935
H 0.63975 0.55802 -3.33334
C 2.09990 1.21622 -0.30780
H 1.45441 2.12213 -0.18955
H 3.04417 1.59842 -0.73727
H 2.37340 0.80285 0.66852
C 2.30559 -0.99699 -1.64697
H 1.74164 -1.56866 -2.39037
H 2.47807 -1.60723 -0.74991
H 3.28055 -0.71752 -2.04732
Pb -1.25566 0.03468 1.60339
C 0.22114 -4.67961 0.43046
C -1.07411 -4.49274 0.98396
C -1.73079 -3.47712 0.23398
H -1.51009 -5.05578 1.79942
C -0.86726 -3.08537 -0.83071
C 0.34831 -3.82191 -0.70392
H 1.19660 -3.75227 -1.36625
H 0.99420 -5.34041 0.81416
H -2.72218 -3.07843 0.42962
H -1.11059 -2.39114 -1.62120
C 1.63786 -3.41580 2.94889
C 2.69405 -3.11203 2.02956
C 2.75510 -1.68837 1.89171
H 3.32703 -3.82763 1.52006
C 1.79745 -1.10841 2.77797
C 1.09717 -2.18136 3.41638
H 0.27606 -2.08533 4.13024
H 1.29685 -4.40067 3.24317
H 3.44240 -1.13744 1.26011
H 1.70019 -0.04207 3.00532
O -1.51458 2.91886 -0.49587
C -0.96768 4.04041 -1.25476
C -1.99382 5.16649 -1.32428
H -0.64411 3.77365 -2.27753
H -0.08941 4.42455 -0.71367
C -3.11408 4.75106 -0.33884
H -2.42474 5.27402 -2.32171
H -1.53651 6.11057 -1.03864
C -2.78977 3.31401 0.09020
H -4.09218 4.72695 -0.82958
H -3.18702 5.43091 0.51387
H -3.58286 2.61726 -0.22677
H -2.70263 3.18827 1.17961
Br -3.31356 0.89992 2.86440
*
```

Calculated values
**LUMO energy (alpha / beta)**: 0.0874 / 0.0604 Eh
**F_max**: 2.7 eV/A
**Relative energy (zero: lowest compared OMol25 entry of this formula, charge and spin)**: 0.980 eV
**Gap between HOMO and LUMO (alpha / beta)**: 5.63 / 4.46 eV

Mulliken population analysis, charges in e, atoms 1 to 5: atom 1 (O): -0.4092, atom 2 (C): 0.3506, atom 3 (C): -1.0911, atom 4 (H): -0.3170, atom 5 (H): 0.2414



5.
Entry from the Open Molecules 2025 dataset: an isolated ion of composition C11H16N3 and charge +1 in a non-equilibrium geometry (wB97M-V/def2-TZVPD).

ORCA input file:
```
! wB97M-V def2-TZVPD RIJCOSX def2/J DEFGRID3
* xyz 1 1
C -1.99475 -1.56521 0.10283
N -0.86212 -1.32054 -0.35080
C -0.06014 -0.13826 -0.02219
C 0.23728 0.65203 -1.26242
C 1.11234 -0.14794 -2.27503
N 2.36596 -0.51045 -1.45190
C 2.11817 -1.37582 -0.18878
C 1.26102 -0.42410 0.70286
C -0.89904 0.91674 1.07118
C -0.65481 2.07247 1.73301
C -1.78049 2.42490 2.43016
C -2.70042 1.43577 2.21541
N -2.22474 0.51505 1.37562
C -2.72886 -0.69851 1.02663
H -2.35972 -2.49760 -0.04072
H 0.86201 1.43804 -0.92687
H -0.71070 1.07612 -1.67957
H 0.56940 -1.04336 -2.56626
H 1.31611 0.57344 -2.98875
H 3.00630 -0.82886 -2.10527
H 2.64052 0.35207 -1.05636
H 3.09980 -1.67756 0.35416
H 1.63900 -2.26626 -0.40056
H 1.03207 -1.10652 1.53459
H 1.76203 0.44586 1.20686
H 0.30965 2.58472 1.72654
H -1.81736 3.20776 3.11799
H -3.60295 1.22733 2.77819
H -3.79000 -0.51310 0.64651
H -2.96415 -1.23987 2.01232
*
```

Calculated values
**LUMO energy**: -0.1075 Eh
**F_max**: 5.6 eV/A
**Relative energy (zero: lowest compared OMol25 entry of this formula, charge and spin)**: 2.473 eV
**Gap between HOMO and LUMO**: 8.16 eV

Mulliken population analysis, charges in e, atoms 1 to 5: atom 1 (C): -0.3588, atom 2 (N): -0.4244, atom 3 (C): 1.4958, atom 4 (C): -1.0998, atom 5 (C): -0.8915



6.
Entry from the Open Molecules 2025 dataset: a 2-piece molecular cluster, C4H4ClOPS overall in a non-equilibrium geometry (wB97M-V/def2-TZVPD).

ORCA input file:
```
! wB97M-V def2-TZVPD RIJCOSX def2/J DEFGRID3
* xyz 0 1
C -0.14983 0.33980 -1.38733
C 0.19406 0.60305 -0.07952
C -1.37805 -0.15940 -1.55287
C -0.74297 0.12124 0.75678
O 0.39467 -0.41969 3.82883
P -0.92884 0.49875 3.47846
S -2.15221 -0.49875 -0.02643
Cl -0.22031 2.28725 3.72741
H 0.49846 0.45250 -2.19246
H 1.08784 0.96687 0.36559
H -1.72399 -0.52235 -2.43446
H 0.29827 -1.39446 3.57178
*
```

Calculated values
**LUMO energy (alpha / beta)**: -0.0228 / -0.0228 Eh
**F_max**: 4.1 eV/A
**Relative energy (zero: lowest compared OMol25 entry of this formula, charge and spin)**: 2.130 eV
**Gap between HOMO and LUMO (alpha / beta)**: 7.74 / 7.75 eV

Mulliken population analysis, charges in e, atoms 1 to 5: atom 1 (C): -0.3897, atom 2 (C): -0.5450, atom 3 (C): -0.5420, atom 4 (C): 0.0935, atom 5 (O): -0.4789



7.
Entry from the Open Molecules 2025 dataset: one molecule with the formula C4H2O3 in a non-equilibrium geometry (wB97M-V/def2-TZVPD).

ORCA input file:
```
! wB97M-V def2-TZVPD RIJCOSX def2/J DEFGRID3
* xyz 0 1
O 1.89649 -1.88945 -0.76557
C 1.25213 -0.91584 -0.52110
C 1.24101 0.26794 0.11656
C -0.03702 0.84096 0.04288
O -0.51669 2.22171 0.20357
C -0.68215 -0.58643 0.15825
O -1.35115 -1.06419 -0.76466
H -1.40767 2.08544 0.32538
H -0.39495 -0.96013 1.20468
*
```

Calculated values
**LUMO energy**: -0.0428 Eh
**F_max**: 6.8 eV/A
**Relative energy (zero: lowest compared OMol25 entry of this formula, charge and spin)**: 5.337 eV
**Gap between HOMO and LUMO**: 8.44 eV

Mulliken population analysis, charges in e, atoms 1 to 5: atom 1 (O): -0.3673, atom 2 (C): 0.6733, atom 3 (C): -0.6804, atom 4 (C): 0.4466, atom 5 (O): -0.4022